ORCA calculation (ωB97M-V/def2-TZVPD) on a structure of composition C12H30CsN2O4S in a non-equilibrium geometry.

Element x y z (Å)
Cs: -2.80 -7.35 4.99
S: -7.43 -7.77 5.64
O: -6.85 -6.98 4.53
O: -8.39 -8.68 5.05
O: -6.35 -8.43 6.37
O: -8.21 -6.88 6.52
C: 2.14 -7.34 3.74
C: 2.52 -6.46 4.88
N: 1.64 -6.65 6.00
C: 1.97 -7.86 6.78
C: 0.85 -8.18 7.77
C: 1.74 -5.39 6.80
C: 2.95 -5.25 7.72
H: 2.82 -7.15 2.91
H: 1.16 -7.12 3.31
H: 2.20 -8.42 3.86
H: 3.55 -6.74 5.13
H: 2.69 -5.45 4.52
H: 2.12 -8.69 6.09
H: 2.90 -7.75 7.34
H: 1.03 -9.09 8.35
H: 0.77 -7.32 8.44
H: -0.08 -8.39 7.25
H: 0.83 -5.37 7.41
H: 1.69 -4.50 6.17
H: 3.86 -5.29 7.13
H: 3.06 -6.08 8.41
H: 2.92 -4.34 8.32
C: -2.52 -6.30 0.53
C: -3.30 -7.63 0.47
N: -2.36 -8.78 0.69
C: -1.36 -8.88 -0.39
C: -2.00 -9.11 -1.79
C: -3.08 -10.07 0.90
C: -2.11 -11.10 1.52
H: -2.15 -6.04 -0.46
H: -1.75 -6.33 1.29
H: -3.25 -5.51 0.76
H: -3.99 -7.66 1.31
H: -4.02 -7.65 -0.35
H: -0.76 -7.97 -0.36
H: -0.65 -9.69 -0.20
H: -1.18 -9.14 -2.50
H: -2.49 -10.09 -1.75
H: -2.72 -8.35 -2.08
H: -3.68 -10.40 0.06
H: -3.94 -9.90 1.55
H: -1.19 -11.29 0.96
H: -2.69 -11.98 1.81
H: -1.74 -10.76 2.48

Its spin multiplicity is 1. Its total energy is -35482.2578 eV. For the frontier orbital gap, the calculation gives 2.84 eV. The LUMO energy is 1.169 eV. Its total charge is -1.

Löwdin atomic charge list, values in e, 4 entries: 0.7816 0.0596 -0.5224 -0.4678